A 7-piece molecular cluster, C28H35N7 overall in a non-equilibrium geometry, computed with ωB97M-V/def2-TZVPD.

Values from the calculation:
* orbital gap (spin up / spin down): 7.45 / 3.39 eV
* ⟨S²⟩: 0.762
* ΔE to the lowest compared entry with this formula, charge and spin: 0.000 eV
* net charge: +1
* LUMO level (spin up / spin down): -2.65 / -6.71 eV
* 2S+1: 2

Cartesian coordinates (Å):
N1 0.510 -4.231 -1.147
C1 0.575 -2.905 -0.799
C2 1.298 -2.224 -1.716
C3 1.673 -3.120 -2.732
C4 1.170 -4.375 -2.377
H1 0.099 -4.977 -0.604
H2 0.177 -2.612 0.161
H3 1.586 -1.183 -1.720
H4 2.338 -2.840 -3.535
H5 1.155 -5.402 -2.710
N2 7.416 1.780 -1.783
C5 7.751 2.739 -2.679
C6 6.585 3.399 -3.021
C7 5.609 2.902 -2.157
C8 6.141 1.929 -1.316
H6 8.095 1.123 -1.426
H7 8.740 2.852 -3.097
H8 6.513 4.177 -3.767
H9 4.578 3.204 -2.267
H10 5.763 1.260 -0.556
N3 -3.260 0.694 2.350
C9 -2.978 1.506 3.416
C10 -2.909 2.797 2.920
C11 -3.363 2.775 1.661
C12 -3.513 1.435 1.256
H11 -3.266 -0.316 2.356
H12 -2.785 1.033 4.367
H13 -2.709 3.736 3.415
H14 -3.494 3.664 1.062
H15 -3.994 0.908 0.446
N4 -3.369 3.196 -3.417
C13 -2.946 3.720 -4.602
C14 -1.560 3.672 -4.686
C15 -1.108 3.163 -3.427
C16 -2.240 2.857 -2.676
H16 -4.324 3.239 -3.090
H17 -3.606 4.177 -5.324
H18 -0.832 3.911 -5.448
H19 -0.053 3.077 -3.217
H20 -2.295 2.316 -1.743
N5 -0.325 1.565 0.650
C17 0.440 2.110 -0.365
C18 1.636 1.296 -0.386
C19 1.481 0.263 0.522
C20 0.243 0.460 1.112
H21 -1.162 2.007 1.004
H22 0.047 3.036 -0.757
H23 2.540 1.476 -0.948
H24 2.261 -0.403 0.861
H25 -0.240 -0.054 1.930
N6 1.140 -4.160 3.778
C21 1.733 -3.175 3.015
C22 1.140 -1.989 3.409
C23 0.045 -2.349 4.181
C24 0.013 -3.743 4.381
H26 1.425 -5.126 3.857
H27 2.501 -3.545 2.352
H28 1.472 -1.006 3.111
H29 -0.667 -1.637 4.573
H30 -0.662 -4.337 4.979
N7 -4.337 -2.105 0.228
C25 -4.953 -2.766 1.347
C26 -3.973 -2.787 2.333
C27 -2.770 -2.411 1.777
C28 -3.030 -1.909 0.530
H31 -4.830 -1.755 -0.581
H32 -6.017 -2.951 1.373
H33 -4.133 -3.120 3.348
H34 -1.799 -2.442 2.248
H35 -2.390 -1.499 -0.237

=====

C28H36Br60O3 as an isolated structure in a non-equilibrium geometry, computed with ωB97M-V/def2-TZVPD.

Values from the calculation:
* orbital gap: 9.74 eV
* LUMO level: -0.25 eV
* 2S+1: 1

Cartesian coordinates (Å):
C1 3.849 0.369 -2.085
C2 2.796 1.343 -2.639
C3 2.214 2.267 -1.560
C4 0.847 1.794 -1.062
C5 -0.310 2.471 -1.779
C6 -1.632 1.752 -1.468
C7 -2.101 0.762 -2.509
O1 -1.206 -0.336 -2.752
C8 -1.220 -1.274 -1.803
O2 -2.148 -1.550 -1.091
O3 -0.069 -1.975 -1.754
H1 3.422 -0.547 -1.700
H2 4.438 0.853 -1.314
H3 4.549 0.135 -2.884
H4 3.299 1.928 -3.401
H5 2.014 0.740 -3.096
H6 2.108 3.247 -2.007
H7 2.924 2.311 -0.739
H8 0.763 0.740 -1.317
H9 0.719 1.863 0.003
H10 -0.424 3.487 -1.418
H11 -0.124 2.489 -2.852
H12 -2.428 2.469 -1.314
H13 -1.496 1.210 -0.531
H14 -3.110 0.440 -2.262
H15 -2.176 1.288 -3.456
H16 0.686 -1.373 -1.827
C9 3.038 0.519 2.495
Br1 2.561 2.251 3.187
Br2 1.729 -0.119 1.232
Br3 4.816 0.510 1.775
H17 3.029 -0.175 3.325
C10 6.540 -0.811 5.268
Br4 5.571 -2.294 4.514
Br5 8.071 -0.363 4.198
Br6 5.397 0.707 5.558
H18 6.907 -1.123 6.235
C11 10.226 1.746 7.099
Br7 9.723 3.414 6.287
Br8 11.633 1.973 8.390
Br9 8.706 0.848 7.859
H19 10.610 1.111 6.314
C12 -4.799 5.278 -1.232
Br10 -5.017 3.521 -1.975
Br11 -5.901 5.496 0.331
Br12 -2.953 5.683 -0.857
H20 -5.141 5.990 -1.968
C13 -6.621 -0.150 -0.869
Br13 -7.641 -1.778 -0.763
Br14 -5.379 -0.175 -2.342
Br15 -7.757 1.401 -0.920
H21 -6.030 -0.083 0.033
C14 7.672 1.835 -2.208
Br16 6.722 3.497 -2.411
Br17 9.411 1.919 -3.024
Br18 7.793 1.324 -0.357
H22 7.112 1.070 -2.725
C15 -10.225 -5.162 -0.728
Br19 -8.975 -5.148 -2.184
Br20 -9.449 -5.916 0.858
Br21 -10.950 -3.408 -0.426
H23 -11.046 -5.804 -1.016
C16 -8.272 -9.072 -1.115
Br22 -8.269 -9.563 -2.975
Br23 -9.998 -9.341 -0.309
Br24 -6.885 -9.980 -0.148
H24 -8.062 -8.013 -1.063
C17 -4.830 -12.312 -3.032
Br25 -4.016 -10.624 -2.602
Br26 -6.052 -12.915 -1.671
Br27 -5.670 -12.271 -4.763
H25 -4.034 -13.039 -3.085
C18 -3.929 7.760 2.884
Br28 -4.055 6.441 4.274
Br29 -4.961 9.329 3.300
Br30 -2.101 8.204 2.464
H26 -4.356 7.325 1.992
C19 3.053 6.785 -0.348
Br31 1.639 6.575 -1.637
Br32 2.424 6.513 1.448
Br33 4.554 5.650 -0.730
H27 3.397 7.804 -0.431
C20 0.391 -2.642 3.234
Br34 -0.440 -1.257 4.276
Br35 2.261 -2.809 3.668
Br36 -0.530 -4.320 3.403
H28 0.331 -2.343 2.197
C21 10.614 -3.943 3.367
Br37 11.433 -2.271 3.851
Br38 9.293 -4.487 4.659
Br39 9.889 -3.890 1.589
H29 11.386 -4.701 3.380
C22 -12.012 -4.642 -5.243
Br40 -12.039 -6.045 -3.930
Br41 -13.140 -3.173 -4.726
Br42 -10.217 -4.051 -5.593
H30 -12.410 -5.045 -6.162
C23 0.203 7.027 5.246
Br43 0.107 5.324 4.359
Br44 -1.051 7.161 6.691
Br45 1.997 7.428 5.813
H31 -0.076 7.773 4.518
C24 13.332 -7.861 3.196
Br46 13.976 -6.950 1.630
Br47 11.791 -6.974 3.937
Br48 12.979 -9.718 2.853
H32 14.113 -7.815 3.939
C25 6.169 9.471 -2.679
Br49 6.048 7.784 -3.592
Br50 4.914 9.596 -1.220
Br51 7.961 9.840 -2.096
H33 5.899 10.237 -3.390
C26 -9.181 -0.215 -5.719
Br52 -10.299 1.350 -5.764
Br53 -7.490 0.093 -6.586
Br54 -8.947 -0.867 -3.929
H34 -9.691 -0.987 -6.277
C27 3.299 -3.719 -5.095
Br55 3.440 -2.819 -6.790
Br56 1.964 -2.909 -3.974
Br57 2.992 -5.603 -5.311
H35 4.250 -3.605 -4.595
C28 -7.849 4.526 5.224
Br58 -7.249 4.243 3.418
Br59 -6.805 3.510 6.478
Br60 -7.883 6.396 5.672
H36 -8.865 4.164 5.284